(1)
{"formula": "C32H43BrN7PdSb", "method": "wB97M-V/def2-TZVPD", "species": ["Pd", "Br", "C", "C", "C", "C", "C", "C", "N", "C", "C", "C", "C", "C", "C", "N", "H", "H", "H", "H", "H", "H", "H", "H", "H", "C", "C", "N", "C", "C", "C", "C", "C", "C", "C", "C", "N", "C", "N", "H", "H", "H", "H", "H", "H", "H", "H", "H", "N", "N", "H", "H", "H", "H", "C", "C", "C", "Sb", "C", "C", "C", "C", "C", "C", "H", "H", "H", "H", "H", "H", "H", "H", "H", "H", "H", "H", "H", "H", "H", "H", "H", "H", "H", "H", "H"], "coordinates": [[0.231, 0.437, -0.023], [5.499, 0.507, -4.863], [4.511, 0.570, -3.245], [3.123, 0.411, -3.282], [2.410, 0.427, -2.107], [3.063, 0.598, -0.868], [4.454, 0.784, -0.856], [5.168, 0.760, -2.033], [2.279, 0.615, 0.255], [2.669, 0.382, 1.475], [1.715, 0.519, 2.525], [2.102, 0.543, 3.876], [1.144, 0.716, 4.844], [-0.192, 0.850, 4.462], [-0.509, 0.788, 3.117], [0.411, 0.627, 2.177], [2.628, 0.271, -4.233], [1.311, 0.294, -2.118], [4.966, 0.956, 0.075], [6.240, 0.880, -2.017], [3.683, 0.070, 1.719], [3.147, 0.439, 4.116], [1.423, 0.741, 5.885], [-0.963, 0.987, 5.199], [-1.542, 0.856, 2.786], [0.958, 4.724, -1.162], [1.019, 3.348, -1.016], [0.136, 2.662, -0.286], [-0.859, 3.333, 0.290], [-1.057, 4.704, 0.131], [-0.094, 5.415, -0.588], [-2.196, 5.386, 0.740], [-3.491, 5.064, 0.624], [-4.090, 4.043, -0.220], [-5.477, 3.845, -0.205], [-5.985, 2.855, -1.029], [-5.206, 2.177, -1.859], [-3.926, 2.475, -1.855], [-3.320, 3.326, -1.050], [1.722, 5.244, -1.719], [1.819, 2.787, -1.482], [-1.519, 2.785, 0.954], [-0.175, 6.487, -0.694], [-1.936, 6.262, 1.321], [-4.217, 5.667, 1.152], [-6.123, 4.425, 0.433], [-7.035, 2.595, -1.044], [-3.305, 1.966, -2.585], [-2.559, -0.721, -0.837], [-1.891, 0.527, -0.606], [-3.301, -0.622, -1.534], [-2.988, -1.038, 0.028], [-2.488, 1.218, -0.124], [-1.690, 0.936, -1.529], [0.164, -3.060, -3.015], [-0.731, -3.174, -1.797], [-1.148, -4.600, -1.517], [0.262, -2.211, -0.038], [-0.737, -3.213, 1.673], [-2.212, -2.881, 1.769], [-0.011, -2.910, 2.969], [2.234, -3.230, 0.232], [3.271, -2.782, -0.781], [2.069, -4.738, 0.209], [-0.384, -3.401, -3.893], [1.049, -3.684, -2.919], [0.473, -2.028, -3.188], [-1.622, -2.560, -1.938], [-0.299, -5.259, -1.369], [-1.702, -4.969, -2.379], [-1.805, -4.673, -0.655], [-0.636, -4.274, 1.440], [-2.363, -1.826, 2.009], [-2.671, -3.465, 2.568], [-2.725, -3.131, 0.841], [-0.129, -1.864, 3.246], [1.049, -3.142, 2.896], [-0.428, -3.518, 3.770], [2.548, -2.910, 1.231], [2.970, -3.016, -1.800], [4.207, -3.303, -0.583], [3.464, -1.716, -0.711], [1.872, -5.093, -0.799], [1.276, -5.079, 0.869], [2.995, -5.199, 0.547]], "max_force_ev_per_a": 2.580, "total_charge": 2, "lumo_ev": [-6.7, -6.7], "homo_energy_ev": [-13.42, -13.42]}

=====

(2)
{"formula": "C32H43CaI2N3O3PSb2Te", "method": "wB97M-V/def2-TZVPD", "species": ["Ca", "C", "C", "C", "C", "N", "C", "C", "C", "C", "C", "C", "N", "C", "C", "C", "C", "C", "N", "H", "H", "H", "H", "H", "H", "H", "H", "H", "H", "H", "I", "C", "I", "H", "H", "C", "Sb", "C", "C", "C", "C", "C", "C", "C", "C", "C", "Sb", "C", "C", "H", "H", "H", "H", "H", "H", "H", "H", "H", "H", "H", "H", "H", "H", "H", "H", "H", "H", "H", "H", "C", "C", "O", "P", "O", "Te", "O", "C", "C", "H", "H", "H", "H", "H", "H", "H", "H", "H", "H"], "coordinates": [[0.601, 0.760, -0.767], [-3.880, 0.524, 0.130], [-4.353, 0.765, -1.151], [-3.531, 0.491, -2.233], [-2.249, -0.005, -1.989], [-1.807, -0.252, -0.756], [-2.601, 0.008, 0.266], [-1.280, -0.295, -3.062], [-1.672, -0.664, -4.350], [-0.693, -0.999, -5.271], [0.637, -0.969, -4.888], [0.950, -0.539, -3.598], [0.005, -0.209, -2.721], [2.342, -0.457, -3.128], [3.402, -0.256, -4.011], [4.695, -0.248, -3.515], [4.888, -0.454, -2.158], [3.768, -0.599, -1.350], [2.526, -0.589, -1.811], [-4.485, 0.734, 0.999], [-5.340, 1.170, -1.310], [-3.880, 0.671, -3.236], [-2.181, -0.190, 1.243], [-2.716, -0.710, -4.616], [-0.966, -1.294, -6.273], [1.415, -1.282, -5.565], [3.223, -0.084, -5.059], [5.530, -0.094, -4.180], [5.875, -0.490, -1.723], [3.873, -0.731, -0.281], [4.593, 2.255, 0.932], [4.623, 2.831, -1.127], [2.447, 2.934, -1.976], [5.235, 2.119, -1.673], [5.039, 3.831, -1.180], [2.878, -1.082, 2.577], [0.977, -0.341, 1.885], [1.113, 1.527, 2.938], [-0.275, -1.298, 3.402], [-0.138, -2.773, 3.507], [0.798, -3.269, 4.413], [0.905, -4.617, 4.686], [0.048, -5.505, 4.058], [-0.846, -5.035, 3.117], [-0.941, -3.680, 2.800], [-1.859, -3.283, 1.712], [-0.819, -3.258, -0.235], [-0.504, -5.412, -0.225], [-2.698, -3.499, -1.310], [2.953, -2.146, 2.372], [2.979, -0.915, 3.646], [3.684, -0.557, 2.071], [1.346, 1.367, 3.990], [0.171, 2.064, 2.840], [1.898, 2.132, 2.492], [-1.306, -0.999, 3.218], [0.054, -0.835, 4.334], [1.440, -2.566, 4.924], [1.637, -4.968, 5.397], [0.076, -6.556, 4.301], [-1.508, -5.729, 2.619], [-2.298, -2.300, 1.851], [-2.660, -4.011, 1.601], [-1.440, -5.919, -0.011], [0.229, -5.690, 0.525], [-0.146, -5.735, -1.198], [-3.191, -4.408, -0.980], [-2.505, -3.571, -2.374], [-3.352, -2.653, -1.127], [1.559, 5.839, 1.589], [0.815, 5.503, 0.310], [0.472, 4.126, 0.365], [-0.633, 3.417, -0.567], [-0.725, 2.072, 0.079], [-0.419, 3.497, -2.934], [-1.983, 4.268, -0.401], [-2.865, 4.166, 0.714], [-4.291, 4.281, 0.201], [1.814, 6.895, 1.594], [2.470, 5.248, 1.667], [0.937, 5.617, 2.452], [1.451, 5.691, -0.562], [-0.093, 6.105, 0.227], [-2.637, 4.974, 1.416], [-2.696, 3.204, 1.210], [-4.413, 5.215, -0.343], [-4.988, 4.256, 1.034], [-4.506, 3.460, -0.478]], "max_force_ev_per_a": 2.558, "de_lowest_kcal_mol": 45.8, "total_charge": 1, "lumo_ev": -3.0, "homo_energy_ev": -9.79}

=====

(3)
{"formula": "C32H43FN2O2PSSiW", "method": "wB97M-V/def2-TZVPD", "species": ["W", "O", "C", "C", "C", "C", "C", "C", "C", "C", "N", "H", "H", "H", "H", "H", "H", "H", "H", "H", "H", "H", "C", "Si", "C", "C", "N", "C", "C", "C", "C", "C", "C", "F", "H", "H", "H", "H", "H", "H", "H", "H", "H", "H", "H", "H", "H", "C", "S", "C", "O", "H", "H", "H", "H", "H", "H", "C", "P", "C", "C", "C", "C", "C", "C", "C", "C", "C", "C", "C", "C", "H", "H", "H", "H", "H", "H", "H", "H", "H", "H", "H", "H", "H"], "coordinates": [[-0.126, -0.277, -0.535], [0.553, -2.251, -0.837], [0.355, -3.222, -1.903], [-0.661, -4.261, -1.479], [-1.850, -3.664, -0.705], [-2.521, -2.439, -1.257], [-3.727, -2.525, -1.926], [-4.426, -1.378, -2.293], [-3.932, -0.136, -1.935], [-2.731, -0.099, -1.251], [-2.017, -1.210, -0.966], [0.918, -2.644, -0.012], [1.324, -3.650, -2.152], [-0.010, -2.619, -2.732], [-0.195, -5.022, -0.852], [-1.003, -4.773, -2.380], [-1.529, -3.434, 0.316], [-2.608, -4.441, -0.613], [-4.143, -3.500, -2.143], [-5.370, -1.472, -2.814], [-4.471, 0.776, -2.150], [-2.306, 0.813, -0.861], [-0.360, 4.702, -1.019], [-1.038, 2.955, -0.981], [-2.560, 2.961, 0.147], [-1.515, 2.507, -2.754], [0.149, 1.644, -0.341], [1.402, 2.048, 0.210], [1.753, 3.298, 0.726], [3.046, 3.523, 1.175], [4.026, 2.545, 1.128], [3.718, 1.281, 0.646], [2.427, 1.118, 0.226], [1.995, -0.158, -0.238], [-1.120, 5.253, -1.587], [0.576, 4.823, -1.565], [-0.291, 5.212, -0.062], [-3.425, 3.294, -0.433], [-2.414, 3.689, 0.948], [-2.839, 2.029, 0.633], [-2.580, 2.717, -2.880], [-1.343, 1.480, -3.070], [-0.992, 3.163, -3.451], [1.026, 4.082, 0.832], [3.292, 4.497, 1.577], [5.029, 2.759, 1.470], [4.441, 0.478, 0.592], [1.389, 1.721, -4.155], [1.719, 0.196, -3.276], [1.813, -0.913, -4.685], [0.378, -0.215, -2.595], [2.269, 1.930, -4.766], [1.274, 2.513, -3.418], [0.503, 1.627, -4.780], [2.641, -0.573, -5.309], [0.882, -0.894, -5.248], [2.039, -1.915, -4.325], [-2.086, -1.267, 2.494], [-0.409, -0.786, 1.988], [0.667, -2.222, 2.294], [2.048, -2.159, 2.069], [2.840, -3.286, 2.226], [2.270, -4.498, 2.595], [0.903, -4.573, 2.820], [0.105, -3.446, 2.674], [0.082, 0.627, 2.988], [-0.751, 1.746, 3.003], [-0.399, 2.860, 3.745], [0.786, 2.868, 4.472], [1.612, 1.752, 4.465], [1.262, 0.632, 3.728], [-2.109, -1.521, 3.554], [-2.455, -2.106, 1.903], [-2.752, -0.420, 2.335], [2.518, -1.223, 1.801], [3.909, -3.215, 2.076], [2.892, -5.373, 2.723], [0.454, -5.505, 3.136], [-0.952, -3.532, 2.897], [-1.685, 1.750, 2.463], [-1.060, 3.717, 3.776], [1.052, 3.735, 5.061], [2.519, 1.744, 5.055], [1.902, -0.247, 3.768]], "max_force_ev_per_a": 1.147, "total_charge": 3, "s_squared": 2.040, "multiplicity": 3, "lumo_ev": [-9.5, -9.3], "homo_energy_ev": [-16.51, -16.66]}